(1)
Density functional theory data (wB97M-V/def2-TZVPD) for 4 unconnected molecules or ions with the total composition C22H50F2N4O8.

Element x y z (Å)
C: -0.82280 -2.03569 -1.96062
C: -0.29917 -1.00940 -2.97322
O: -0.00874 -1.59385 -4.22679
C: -1.27281 0.20261 -3.08635
N: -1.90022 0.37277 -4.37851
C: -3.03845 -0.52938 -4.61346
C: -4.34197 0.27022 -4.72190
O: -4.99798 0.28854 -3.43828
C: -6.30166 -0.05920 -3.46031
C: -6.67385 -1.43170 -4.06740
C: -7.36027 -2.39034 -3.10311
F: -7.36863 -3.62947 -3.69525
O: -7.23760 0.89241 -4.05149
C: -8.31221 1.02817 -3.26735
O: -9.25544 1.60400 -3.49757
O: -8.13133 0.34786 -2.06956
C: -6.74355 0.19175 -2.02260
F: -6.21880 -0.54933 -1.06261
H: -1.90516 -2.13043 -2.03634
H: -0.40191 -3.02934 -2.11139
H: -0.59904 -1.70288 -0.95106
H: 0.64432 -0.64326 -2.56705
H: -0.15521 -2.54474 -4.20266
H: -2.03251 0.12234 -2.31668
H: -0.70022 1.09576 -2.84381
H: -1.22698 0.28264 -5.12592
H: -3.13901 -1.13770 -3.72142
H: -2.87287 -1.15476 -5.48334
H: -4.05290 1.29162 -4.94305
H: -4.98437 -0.05081 -5.53944
H: -7.36747 -1.23330 -4.87527
H: -5.81314 -1.91699 -4.51348
H: -6.80580 -2.50431 -2.17839
H: -8.37585 -2.06918 -2.92430
H: -6.36323 1.20319 -1.84088
C: 1.59616 -1.37845 1.49877
O: 0.30399 -1.92032 1.70202
C: 0.14520 -2.65518 2.90345
C: -0.07082 -1.80095 4.16272
C: 1.19741 -1.12809 4.67806
N: -1.10376 -0.77895 3.95737
H: 2.37882 -2.03825 1.88395
H: 1.68126 -0.38944 1.95418
H: 1.73947 -1.25884 0.42361
H: -0.75109 -3.26300 2.75237
H: 0.98152 -3.35462 3.03543
H: -0.41969 -2.47788 4.94829
H: 1.46496 -0.24566 4.09543
H: 1.05747 -0.79563 5.70573
H: 2.04459 -1.81594 4.66767
H: -1.98237 -1.23516 3.72634
H: -0.86331 -0.26515 3.11294
C: 7.71226 -1.57160 7.25533
O: 7.05047 -0.51017 6.59146
C: 6.49295 -0.84009 5.33377
C: 5.14056 -1.56841 5.39486
C: 5.24574 -3.03760 5.79300
N: 4.19910 -0.89902 6.29801
H: 8.22588 -2.23295 6.55184
H: 7.01392 -2.14584 7.86782
H: 8.45304 -1.13225 7.92346
H: 6.33501 0.11694 4.82901
H: 7.21913 -1.39948 4.72868
H: 4.71789 -1.53637 4.38494
H: 5.39160 -3.16670 6.86484
H: 4.32593 -3.56379 5.53405
H: 6.06955 -3.53044 5.27230
H: 4.03942 0.04790 5.96396
H: 4.67015 -0.76830 7.19032
C: 2.66359 3.28051 -1.00661
O: 2.12741 3.03457 -2.29351
C: 1.10696 3.92831 -2.70220
C: 1.60517 5.28339 -3.22927
C: 2.07630 6.23796 -2.13626
N: 2.67911 5.12455 -4.21536
H: 1.90115 3.64362 -0.31152
H: 3.49245 3.98962 -1.05703
H: 3.05887 2.33732 -0.62767
H: 0.58997 3.42007 -3.52109
H: 0.36944 4.05953 -1.89886
H: 0.75659 5.75900 -3.73001
H: 3.07081 5.98766 -1.76807
H: 2.13020 7.25527 -2.52453
H: 1.38682 6.24034 -1.28921
H: 2.32993 4.58454 -5.00250
H: 3.38966 4.52563 -3.80141

SMILES: C[C@@H](O)CNCCO[C@]1(CCF)OC(=O)O[C@H]1F.COC[C@@H](C)N.COC[C@@H](C)N.COC[C@@H](C)N
HOMO: -8.93 eV
gap between HOMO and LUMO: 9.332 eV



(2)
Density functional theory data (wB97M-V/def2-TZVPD) for a molecular structure, C22H50IrN3P3Se.

Element x y z (Å)
Ir: 0.12003 -0.30934 1.39386
P: -0.11274 -2.41821 2.17030
P: -0.28725 1.44878 2.70691
P: 2.44118 -0.07438 1.05269
H: 1.24684 -0.83780 -3.91927
C: 1.46505 -0.55013 -2.88694
C: 1.07235 -1.57212 -1.90957
H: 0.00559 -1.66491 -1.53070
C: -1.78252 -3.00129 1.79954
C: 0.06062 -2.47473 3.98706
C: 1.09378 -3.57719 1.47593
C: -0.37436 3.03404 1.80777
C: -1.93264 1.04938 3.39459
C: 0.84786 1.70381 4.09758
C: 3.66814 -1.00173 0.03356
C: 3.29646 -0.40440 2.66166
C: 2.92734 1.66485 0.73309
H: 2.48826 -0.16149 -2.75353
H: 1.84252 -2.10567 -1.29935
H: -1.77932 -3.61115 0.88912
H: -2.47284 -2.15558 1.67051
H: -2.10933 -3.60523 2.65390
H: -0.56881 -1.68827 4.42461
H: 1.10671 -2.28126 4.25464
H: -0.25014 -3.46244 4.35051
H: 0.86606 -3.81590 0.43047
H: 1.06135 -4.48979 2.08430
H: 2.11793 -3.18531 1.49034
H: -1.15159 3.68714 2.23455
H: -0.59664 2.87729 0.74143
H: 0.59150 3.55140 1.84760
H: -1.91915 1.21521 4.47456
H: -2.17062 -0.01130 3.21290
H: -2.70881 1.69787 2.96700
H: 0.39384 2.37579 4.83065
H: 1.79974 2.12627 3.73963
H: 0.99530 0.74690 4.61464
H: 4.68797 -0.72903 0.35183
H: 3.56072 -0.77623 -1.03021
H: 3.56034 -2.08616 0.15333
H: 4.37448 -0.22699 2.53133
H: 3.09800 -1.42928 3.00548
H: 2.92607 0.25484 3.44998
H: 4.02259 1.70866 0.61223
H: 2.62738 2.31988 1.55797
H: 2.40800 2.02629 -0.16724
C: 1.35226 2.43184 -3.26828
C: 1.59071 1.98431 -4.58034
C: 2.32662 2.72927 -5.51095
C: 2.77862 4.00918 -5.20857
C: 2.50632 4.50857 -3.92703
C: 1.75198 3.76742 -2.98634
Se: 0.47977 1.15782 -1.93485
H: 0.76681 -0.44521 2.81418
H: 1.25121 0.99950 -4.88254
H: 2.57099 2.25548 -6.46004
H: 3.38693 4.56895 -5.92326
H: 2.90172 5.47988 -3.65248
H: 1.47472 4.19708 -2.02160
C: -4.30865 0.66047 0.36104
N: -3.77289 -0.23164 -0.65754
C: -4.75824 -0.85519 -1.54785
C: -2.45794 -0.55772 -0.65487
N: -1.69256 0.00245 0.27787
N: -2.02679 -1.41763 -1.69686
C: -2.48225 -2.81984 -1.67475
C: -1.95669 -0.88372 -3.08038
H: -5.38938 0.67928 0.24059
H: -3.93671 1.69496 0.23514
H: -4.08119 0.31835 1.38973
H: -4.47977 -0.77700 -2.60375
H: -4.97748 -1.90733 -1.30253
H: -5.71350 -0.31947 -1.42141
H: -2.15528 0.83997 0.65394
H: -3.20232 -3.02887 -2.48073
H: -1.62270 -3.46942 -1.88729
H: -2.91163 -3.07247 -0.69343
H: -1.48059 0.10999 -3.03982
H: -1.34129 -1.55105 -3.70295
H: -2.94811 -0.83929 -3.56329

multiplicity: 6
total charge: +4
⟨S²⟩: 8.784
HOMO (alpha / beta): -18.88 / -19.80 eV
energy relative to the best compared isomer or geometry (same formula, charge and spin): 0.524 eV
gap between HOMO and LUMO (alpha / beta): 8.085 / 4.519 eV



(3)
Density functional theory data (wB97M-V/def2-TZVPD) for a molecular structure, C22H50MnN2O3P2.

Element x y z (Å)
Mn: 0.23573 -0.00152 -0.56489
C: 0.79652 -0.57570 -2.12941
O: 1.29422 -0.73185 -3.19310
C: 0.83015 1.65314 -0.62432
O: 1.24753 2.71131 -0.92071
P: -1.93734 0.47936 -1.47929
C: -3.31744 1.20614 -0.44781
H: -4.12163 1.46567 -1.15487
C: -1.80728 1.80906 -2.81229
H: -1.00469 2.43192 -2.37758
C: -2.89613 -0.95887 -2.21562
H: -3.08727 -1.56838 -1.31581
C: 2.37886 -2.97931 0.04150
P: 2.02618 -1.18865 0.56311
H: 3.28685 -1.70392 2.48783
H: 1.48755 -3.49072 0.44270
C: 3.71858 -0.41959 0.24234
H: 4.40848 -1.25264 0.44822
C: -1.32765 1.25562 -4.15158
H: -2.15424 0.80438 -4.71886
H: -0.51717 0.52543 -4.06240
H: -0.94609 2.10699 -4.73516
C: -3.04591 2.68736 -3.04126
H: -2.90897 3.24997 -3.97431
H: -3.21616 3.42246 -2.24960
H: -3.95997 2.09160 -3.15220
C: -4.24867 -0.56547 -2.81794
H: -4.90581 -0.03087 -2.12398
H: -4.77484 -1.48821 -3.10354
H: -4.13615 0.04294 -3.72532
C: -2.11822 -1.82582 -3.20968
H: -2.56171 -2.83313 -3.21058
H: -1.05767 -1.93115 -2.95566
H: -2.19247 -1.42933 -4.23161
C: -3.89999 0.19922 0.55099
H: -4.71568 -0.38297 0.09943
H: -4.31878 0.73108 1.41661
H: -3.14910 -0.51326 0.92170
C: -2.84218 2.48956 0.22223
H: -1.99644 2.28667 0.89540
H: -3.67771 2.91871 0.79440
H: -2.52033 3.24854 -0.49669
C: 3.63930 -3.58734 0.67936
H: 3.82612 -3.30638 1.71903
H: 4.53639 -3.33769 0.09764
H: 3.53277 -4.68132 0.66374
C: 2.42754 -3.23510 -1.46274
H: 3.30335 -2.75916 -1.92568
C: 1.91354 -0.31708 3.32752
H: 1.52783 -2.89199 -1.98060
H: 2.51468 -4.32002 -1.62863
C: 1.44619 -2.75164 2.89402
H: 0.88104 -0.34274 3.69622
H: 2.57562 -0.34247 4.20902
H: 2.05569 0.63490 2.80822
C: 2.20558 -1.50869 2.41948
H: 1.25552 -2.68512 3.97299
H: 2.00233 -3.67778 2.71351
H: 0.47307 -2.85714 2.40143
C: 4.06170 0.71245 1.20956
H: 3.34282 1.54132 1.13999
H: 5.05140 1.10916 0.94560
H: 4.11613 0.38217 2.25228
C: 3.92626 0.04920 -1.19829
H: 3.65650 -0.70040 -1.95218
H: 4.99333 0.29268 -1.31897
H: 3.34688 0.96445 -1.39386
H: -1.12344 -1.93213 1.11054
H: -1.77151 -2.20025 0.82204
C: 1.16043 3.54229 3.64549
N: -0.06686 2.84733 3.94140
C: -0.67378 1.93130 3.14051
N: -1.83566 1.42916 3.67813
O: -0.23982 1.57965 2.02088
H: 1.54475 3.20175 2.67674
H: 1.90243 3.35386 4.43391
H: 0.99050 4.62791 3.63345
H: -0.46693 2.98070 4.85321
H: -2.30753 0.68558 3.17867
H: -2.07110 1.62276 4.64599

multiplicity: 4
total charge: +4
⟨S²⟩: 3.850
HOMO (alpha / beta): -21.52 / -21.52 eV
energy relative to the best compared isomer or geometry (same formula, charge and spin): 0.000 eV
gap between HOMO and LUMO (alpha / beta): 5.814 / 4.887 eV



(4)
Density functional theory data (wB97M-V/def2-TZVPD) for a molecular structure, C22H50MnN2O3P2.

Element x y z (Å)
Mn: -0.41408 0.63861 -0.10925
C: -0.86291 2.21633 -0.73189
O: -1.15246 3.27936 -1.18838
C: -1.81768 0.35599 0.92096
O: -2.73059 0.15046 1.62840
P: -1.30631 -0.48017 -2.03985
C: -1.28237 -2.34273 -2.22473
H: -1.88409 -2.52892 -3.13126
C: -3.15284 -0.15618 -2.21419
H: -3.47015 -0.18513 -1.15568
C: -0.47097 -0.04822 -3.68485
H: 0.53756 -0.46207 -3.51643
C: 2.40332 2.88422 0.68394
P: 1.23622 1.55968 1.40557
H: 2.88981 1.26977 3.19394
H: 3.03189 2.25336 0.03458
C: 0.43561 2.47265 2.83642
H: 1.25104 3.12483 3.17509
C: -3.45460 1.22441 -2.77733
H: -3.14327 1.30414 -3.82776
H: -2.96636 2.02072 -2.21233
H: -4.54507 1.38327 -2.73807
C: -4.01194 -1.17794 -2.95838
H: -5.04713 -0.81107 -2.90426
H: -3.99686 -2.17255 -2.50649
H: -3.73903 -1.27097 -4.01492
C: -1.05711 -0.70082 -4.94065
H: -1.04320 -1.79543 -4.92106
H: -0.46929 -0.39295 -5.82067
H: -2.09081 -0.37725 -5.12179
C: -0.29834 1.44423 -3.93221
H: 0.43665 1.57409 -4.74078
H: 0.08341 1.96190 -3.04862
H: -1.22931 1.93381 -4.24172
C: 0.13597 -2.87035 -2.44011
H: 0.51827 -2.67664 -3.45162
H: 0.15316 -3.95764 -2.27984
H: 0.82956 -2.40887 -1.72016
C: -1.94772 -3.04169 -1.04258
H: -1.46657 -2.77995 -0.08331
H: -1.88458 -4.12789 -1.19860
H: -3.01043 -2.79686 -0.97331
C: 3.29016 3.60605 1.70622
H: 3.81181 2.95009 2.40658
H: 2.70614 4.33529 2.28578
H: 4.05746 4.17467 1.15901
C: 1.79509 3.95745 -0.20745
H: 1.12044 4.62992 0.33683
C: 2.14725 -0.70875 3.02691
H: 1.26275 3.54377 -1.06352
H: 2.61795 4.57086 -0.60324
C: 3.79373 0.33591 1.48311
H: 2.50186 -1.55080 2.41530
H: 2.66364 -0.76308 4.00220
H: 1.07160 -0.82424 3.19419
C: 2.56589 0.60728 2.36884
H: 4.47057 -0.34164 2.02807
H: 4.35360 1.24427 1.21724
H: 3.49847 -0.16117 0.55030
C: 0.02767 1.54770 3.98223
H: -0.67262 0.77611 3.63247
H: -0.48530 2.13570 4.75547
H: 0.87615 1.04729 4.46153
C: -0.73474 3.35293 2.41301
H: -0.47291 4.03332 1.59399
H: -1.03034 3.95456 3.28429
H: -1.60067 2.74695 2.11225
H: 3.19983 -0.51612 -1.99103
H: 3.78556 -0.46946 -2.47560
C: -0.88482 -3.39709 4.30008
N: 0.04775 -4.01232 3.36996
C: 0.19651 -3.52993 2.10513
N: 0.74973 -4.47087 1.23489
O: -0.17490 -2.40528 1.72882
H: -1.30920 -2.45949 3.88543
H: -0.35390 -3.15455 5.22358
H: -1.69640 -4.11666 4.54488
H: 0.30122 -4.98757 3.49076
H: 1.10190 -4.04857 0.38715
H: 1.40466 -5.12206 1.66848

multiplicity: 4
total charge: +4
⟨S²⟩: 3.874
HOMO (alpha / beta): -21.56 / -21.57 eV
energy relative to the best compared isomer or geometry (same formula, charge and spin): 0.129 eV
gap between HOMO and LUMO (alpha / beta): 5.708 / 5.219 eV



| no. | E_tot (a.u.) |
| --- | --- |
| 1 | -1888.80309 |
| 2 | -4560.66179 |
| 3 | -3035.41044 |
| 4 | -3035.40568 |